Record 1
Entry from the Open Molecules 2025 dataset: a cluster of 5 separate species, C28H50N7O2P in total at a distorted geometry (ωB97M-V/def2-TZVPD).

largest force on an atom = 6.8 eV/Å
2S+1 = 1
total energy = -53655.8794 eV
net charge = 0
SMILES = CC(C)C[C@@H](C)CO[C@@](N)(C#N)[C@@H](C#N)P(C)O.CCCC#N.CCCC#N.CCCC#N.CCCC#N
Kohn-Sham gap = 9.30 eV

Last column: Löwdin charge in e.
Geometry (Å):
C 3.679565 5.778242 8.159699  -0.27
C 1.541664 0.687280 4.309649  -0.19
H -2.356769 -6.241120 -0.171771  0.09
O 0.918567 -4.396429 -2.686178  -0.35
H 4.477445 3.853879 -6.163412  0.07
C 1.401815 2.471717 -5.264622  -0.19
H 0.739971 -1.334365 -4.183829  0.04
H -3.927125 -5.274043 -0.029653  0.09
C 2.682693 3.291401 -5.094827  -0.27
C 1.685801 -1.955635 -3.999041  -0.30
N 0.892865 0.819081 -1.853770  0.14
H -5.163386 -1.134808 -5.977546  0.11
C 0.876467 -0.323178 -1.457503  -0.21
C 0.605901 -1.863757 -1.153800  -0.33
H 2.370318 4.239492 7.381033  0.12
H -2.522218 -2.130141 1.809479  0.11
H -7.941752 0.093286 -5.512664  0.12
H -2.281505 -4.843482 1.934612  0.14
N -0.069997 3.484210 -7.279797  0.12
H -5.258416 -3.359444 -0.565631  0.07
H -0.488547 -2.182523 -1.387882  0.11
H 0.813848 2.498867 -4.343330  0.10
N 5.041116 3.701462 5.664943  0.17
H 1.640364 1.427113 -5.484006  0.11
C -2.142174 -4.269454 0.946655  -0.30
C 4.526471 0.928204 4.371418  -0.12
C -3.287968 -2.151708 -0.318211  -0.38
C 0.974788 -2.265536 0.372244  -0.48
H -4.289387 1.121051 -5.433600  0.07
H -3.391407 0.017802 -1.085306  0.08
H 3.847940 2.260002 -6.611093  0.08
H 2.597092 -0.923457 5.220434  0.11
H 4.209437 0.538234 6.457861  0.11
H 5.440178 1.498504 4.550900  0.05
H -0.061556 -4.293230 -2.720247  0.04
H -2.610447 -4.733412 -1.275447  0.07
H 5.837393 5.806112 7.853135  0.07
C -5.265446 0.802446 -5.059023  -0.11
O -0.142981 -2.774461 1.125816  -0.13
H 0.496887 -0.568444 1.425436  0.08
N 1.386641 -0.976997 1.056736  0.08
H 1.743112 -2.745964 -4.845161  0.06
H 5.339217 5.320059 9.484766  0.08
H 3.482301 6.469813 7.334084  0.11
H -4.936047 -2.006441 -1.873573  0.04
H -0.316373 -4.335129 -0.416066  0.11
C -2.968415 -2.894621 1.083682  -0.15
C -2.790201 -5.169364 -0.230000  -0.09
H 1.867396 -1.319379 1.918689  0.08
C 3.563157 3.281591 -6.340240  -0.12
H -5.543117 -1.581727 -0.170891  0.09
P 1.708818 -2.892158 -2.341770  0.93
C 5.109188 5.987217 8.648140  -0.11
H 2.429880 4.327688 -4.847647  0.11
H 3.253854 2.890057 -4.252380  0.11
H 3.390181 1.973821 5.857613  0.06
C 3.408612 4.341282 7.708234  -0.18
C 3.641620 0.940032 5.612810  -0.29
C -7.161664 -1.317601 -4.120595  -0.18
H 3.574623 3.641659 8.532442  0.12
C 2.359517 0.121749 5.438506  -0.18
C 0.579166 3.037147 -6.390324  -0.21
H 4.809979 -0.094796 4.103262  0.08
H 5.248020 7.017119 8.986456  0.07
H 2.637503 -1.318917 -4.085295  0.05
H -2.663698 -2.568653 -1.207941  0.11
C 2.289364 -3.227222 0.476877  -0.15
C -0.564424 -4.092324 0.675767  -0.15
H -1.744587 -0.540229 -0.443290  0.05
H 1.767420 0.150007 6.357166  0.11
C -5.849952 -0.281944 -5.958362  -0.27
H -5.118991 0.442943 -4.036857  0.06
N 3.317149 -3.858556 0.613337  0.14
H 2.986896 6.035201 8.966761  0.11
H -5.919891 1.678987 -5.025561  0.08
H -3.100560 -0.115199 0.807507  0.09
H -4.004373 -3.184977 1.528345  0.12
C -4.853711 -2.297287 -0.765426  -0.12
H 4.024120 1.382897 3.513327  0.07
C -2.883967 -0.569004 -0.220852  -0.08
H -7.618620 -1.509165 -6.190940  0.11
H 0.004228 -4.882978 1.312868  0.15
H 3.056520 3.736046 -7.195848  0.07
C 4.320587 3.983452 6.566750  -0.19
N -7.101221 -1.770074 -3.023244  0.14
H -5.915126 0.101330 -6.981092  0.11
N 0.896589 1.134859 3.417262  0.14
C -7.238226 -0.744005 -5.509153  -0.19

Cartesian forces (eV/Å) of the 6 atoms listed first:
C 0.20 0.31 0.12
C -2.03 1.05 -2.46
H -0.59 1.75 -0.26
O -0.85 2.31 0.70
H -0.06 -0.09 -0.02
C -0.38 0.60 -0.54

Record 2
Entry from the Open Molecules 2025 dataset: an isolated molecule of C3H5NO2S at a distorted geometry (ωB97M-V/def2-TZVPD).

largest force on an atom = 4.5 eV/Å
2S+1 = 1
total energy = -19607.5168 eV
net charge = 0
SMILES = C1CC2(NS1)OO2
Kohn-Sham gap = 9.41 eV

Last column: natural (NBO) charge in e.
Geometry (Å):
O -2.463552 0.182107 -1.031062  -0.39
C -1.420430 0.444586 0.315411  0.66
C 0.863517 0.043753 -0.395506  -0.50
O -2.758074 0.238884 0.400806  -0.29
H 1.747078 -0.358170 -0.107539  0.22
H 0.043703 -0.559480 1.320084  0.22
C -0.310423 -0.637741 0.324694  -0.46
H -0.557507 -1.602185 -0.098356  0.26
N -0.953820 1.717336 0.428248  -0.72
H -1.411136 2.415163 -0.004696  0.41
H 0.676826 -0.012501 -1.464170  0.22
S 0.730953 1.823861 0.028118  0.35

Cartesian forces (eV/Å) of the 6 atoms listed first:
O 1.57 0.26 0.68
C -2.22 -1.12 -3.05
C -3.70 1.39 -1.78
O 0.92 -0.03 1.23
H 2.81 -0.97 0.75
H 0.00 -1.14 1.56